(1)
Below is a 11-piece molecular cluster, C30H45F9N6O12 overall, with properties calculated with ωB97M-V with the def2-TZVPD basis set.

Positions of all 102 atoms, in Å:
C 10.8916 2.5851 6.7423
C 10.5551 3.0066 5.2264
O 9.1468 2.8000 5.1432
C 8.5897 2.7485 3.8799
O 9.1947 2.8008 2.7940
C 7.1971 2.2155 3.8584
F 6.6768 2.2762 5.0950
F 6.4136 2.8777 3.0385
F 7.2162 0.9059 3.4196
H 11.8439 2.0547 6.7351
H 10.2104 2.0883 7.4332
H 11.2448 3.4881 7.2402
H 11.1143 2.4394 4.4823
H 10.8412 4.0105 4.9126
C -2.3006 -6.6442 -0.8573
C -2.9821 -6.9427 0.4749
O -3.8705 -5.9798 0.9514
C -3.6522 -5.4090 2.1537
O -2.7008 -5.6294 2.8954
C -4.6549 -4.2204 2.4083
F -5.3115 -4.0356 1.3071
F -5.3971 -4.4012 3.4963
F -3.9292 -3.1126 2.6688
H -3.0788 -6.3184 -1.5475
H -1.6892 -7.4411 -1.2805
H -1.6695 -5.7602 -0.7657
H -2.1905 -7.3590 1.0978
H -3.5821 -7.8396 0.3215
C 2.6936 -3.2013 3.7578
C 3.6668 -4.3640 3.6641
O 4.4000 -4.3293 2.4370
C 4.2495 -5.2665 1.4948
O 3.4442 -6.1790 1.4793
C 5.2135 -5.0212 0.3069
F 6.0540 -4.0453 0.6500
F 5.9238 -6.1110 0.0600
F 4.5815 -4.7446 -0.7958
H 3.1771 -2.2281 3.6732
H 2.2469 -3.2470 4.7510
H 1.8241 -3.2235 3.1007
H 3.0964 -5.2929 3.6679
H 4.3924 -4.3696 4.4775
C 0.7073 -0.3702 -0.7447
O -0.5611 0.1903 -0.2553
C -1.6947 -0.0622 -1.0163
O -1.6574 -0.8595 -1.9864
O -2.8270 0.5273 -0.5513
C -2.8229 1.6548 0.4061
H 1.5626 -0.1487 -0.1063
H 0.9964 -0.1377 -1.7697
H 0.5112 -1.4342 -0.6124
H -2.5219 2.6604 0.1125
H -2.2661 1.4832 1.3273
H -3.8640 1.7594 0.7117
C -1.8564 -4.2516 -7.8433
O -1.3837 -3.9109 -9.1588
C -1.0804 -4.8437 -10.0089
O -1.3097 -6.0549 -9.9768
O -0.4601 -4.2377 -11.0358
C -0.4600 -4.7710 -12.3009
H -2.4427 -5.1683 -7.9057
H -2.4693 -3.4088 -7.5237
H -0.9452 -4.3959 -7.2628
H 0.1301 -4.1775 -12.9992
H -1.4783 -4.9279 -12.6567
H 0.0451 -5.7347 -12.3649
C -4.8230 8.2392 4.4523
C -3.6758 7.5989 3.9585
N -2.7480 7.0591 3.6315
H -4.7388 9.2903 4.7284
H -5.2919 7.6935 5.2711
H -5.5088 8.3156 3.6085
C 0.0644 2.8092 7.0580
C -0.0010 1.5460 7.8499
N -0.0809 0.5295 8.3882
H 1.1117 2.9985 6.8224
H -0.2397 3.7025 7.6036
H -0.5337 2.7589 6.1481
C 1.3336 4.5758 -0.9045
C 0.6027 4.9680 -2.1495
N 0.0989 5.2925 -3.1556
H 0.6576 4.4363 -0.0609
H 2.0612 5.2810 -0.5029
H 1.8848 3.6469 -1.0513
C -5.6900 5.9734 -4.3922
C -5.6896 6.2868 -2.9735
N -5.8040 6.6010 -1.8703
H -5.6170 6.9473 -4.8763
H -6.6989 5.5616 -4.4137
H -4.8579 5.3259 -4.6688
C -10.6979 3.1538 2.3466
C -9.5012 3.2700 3.1977
N -8.5307 3.3950 3.8544
H -11.4050 2.4460 2.7792
H -10.4152 2.8467 1.3397
H -11.2081 4.1148 2.2810
C 0.4894 1.3536 -7.3237
C 1.4199 2.4484 -7.6201
N 2.2036 3.2857 -7.8565
H 0.0166 1.5294 -6.3575
H 1.1067 0.4804 -7.5351
H -0.2362 1.2773 -8.1335

The orbital gap comes out at 0.3957 Ha. Its HOMO energy is -10.7 eV. As for the SMILES: CCOC(=O)C(F)(F)F.CCOC(=O)C(F)(F)F.CCOC(=O)C(F)(F)F.COC(=O)OC.COC(=O)OC.CC#N.CC#N.CC#N.CC#N.CC#N.CC#N. As for the strongest force on any atom: 4.7 eV/Å. Its charge is 0. Its energy is -3300.1797 a.u.



(2)
Below is C30H45I2NO26S6 as an isolated structure, with properties calculated with ωB97M-V with the def2-TZVPD basis set.

Positions of all 110 atoms, in Å:
C 8.5497 -1.7220 0.7054
C 9.5067 -0.7816 1.4425
C 8.7663 0.2459 2.3126
C 8.0380 1.2841 1.4051
C 6.5975 1.5254 1.8983
C 5.6017 1.8462 0.7660
C 4.3841 2.6098 1.3574
C 3.0589 2.1790 0.7844
C 2.6111 2.7261 -0.4110
C 1.3906 2.3917 -0.9698
C 0.6231 1.4856 -0.2845
C 1.0496 0.9084 0.8946
C 2.2632 1.2515 1.4382
C -0.0143 -0.0254 1.3942
O 0.0478 -0.8696 2.2412
N -1.1679 0.3471 0.6507
C -2.2152 -0.6171 0.4651
I -1.9174 -2.2723 -0.8301
C -3.3615 -0.4255 1.1072
C -3.5884 0.7321 2.0283
I -5.0411 -1.6984 0.8971
C -0.7455 0.9380 -0.5778
O -1.3465 0.9990 -1.6101
H 9.1047 -2.4663 0.1437
H 7.8997 -2.2101 1.4356
H 7.9209 -1.1732 0.0043
H 10.2333 -1.3564 2.0188
H 10.0686 -0.2184 0.6919
H 9.5175 0.7412 2.9303
H 8.0701 -0.2449 2.9935
H 8.0828 0.9732 0.3650
H 8.5804 2.2167 1.5518
H 6.6164 2.4199 2.5259
H 6.1968 0.7104 2.5021
H 6.1078 2.5378 0.0908
H 5.2958 0.9451 0.2382
H 4.3553 2.3841 2.4255
H 4.5062 3.6841 1.2322
H 3.2361 3.4487 -0.9217
H 1.0165 2.8271 -1.8858
H 2.5751 0.7866 2.3673
H -4.1659 0.3760 2.8757
H -4.1719 1.5260 1.5664
H -2.6454 1.0988 2.4261
C -5.0443 3.7291 5.6070
C -6.3391 4.3773 5.1660
O -6.9527 3.3872 4.3258
S -6.5772 1.9219 4.8583
O -7.6401 1.4224 5.6480
O -6.0182 1.1931 3.7789
O -5.3781 2.3546 5.8246
H -4.2841 3.7740 4.8241
H -4.6495 4.1669 6.5200
H -6.1807 5.2964 4.6093
H -6.9991 4.5739 6.0135
C -5.5326 -0.7199 -2.8465
C -4.7268 -1.1442 -4.0511
O -5.4352 -2.2986 -4.5585
S -6.9988 -2.1201 -4.2926
O -7.6176 -1.6248 -5.4701
O -7.4786 -3.2853 -3.6386
O -6.9035 -0.9242 -3.2354
H -5.3260 -1.3518 -1.9827
H -5.3650 0.3212 -2.5835
H -3.7044 -1.4094 -3.7975
H -4.7227 -0.3772 -4.8178
C -7.5069 -5.7453 0.1251
C -7.9705 -6.9104 0.9724
O -7.0555 -6.9385 2.0735
S -6.5896 -5.4448 2.4278
O -7.3778 -4.9611 3.5001
O -5.1747 -5.4145 2.4549
O -7.1062 -4.7461 1.0724
H -6.6399 -6.0097 -0.4833
H -8.2937 -5.3572 -0.5162
H -7.9433 -7.8552 0.4370
H -8.9755 -6.7425 1.3660
C 7.9322 -3.9797 -4.1699
C 8.1665 -4.7131 -2.8662
O 9.5581 -4.5110 -2.5911
S 10.0120 -3.0726 -3.1364
O 9.9836 -2.1458 -2.0646
O 11.1567 -3.2437 -3.9503
O 8.7348 -2.7974 -4.0675
H 8.2827 -4.5613 -5.0249
H 6.8893 -3.7118 -4.3162
H 7.9476 -5.7747 -2.9361
H 7.5877 -4.2740 -2.0504
C 0.8224 2.9803 4.3493
C -0.4132 2.3549 3.7380
O -1.5021 2.9548 4.4551
S -1.1185 4.4583 4.8625
O -1.6777 5.3430 3.9059
O -1.3487 4.6124 6.2518
O 0.4555 4.3474 4.5910
H 1.0735 2.5180 5.3058
H 1.6827 2.9354 3.6865
H -0.4374 1.2734 3.8499
H -0.5125 2.6153 2.6808
C -3.6812 2.4090 -8.4181
C -3.0174 1.0579 -8.5787
O -2.0903 0.9867 -7.4860
S -2.6865 1.7719 -6.2246
O -3.3095 0.8358 -5.3543
O -1.7131 2.6884 -5.7631
O -3.8401 2.5647 -7.0018
H -3.0427 3.2156 -8.7835
H -4.6482 2.4598 -8.9106
H -2.4925 0.9569 -9.5241
H -3.7371 0.2435 -8.4720

The orbital gap comes out at 0.3065 Ha. Its HOMO energy is -8.9 eV. As for the strongest force on any atom: 2.5 eV/Å. Its charge is 0. Its energy is -6165.5149 a.u.



(3)
Below is C30H45NO2P2Pt as an isolated structure, with properties calculated with ωB97M-V with the def2-TZVPD basis set.

Positions of all 81 atoms, in Å:
P 1.7962 -1.0031 -3.6116
P -0.1281 -3.0585 -3.4760
C 1.8778 -2.2478 -5.0163
C 0.5292 -2.9587 -5.1825
H 2.6624 -2.9765 -4.7781
H 2.1715 -1.6978 -5.9039
H -0.2244 -2.4087 -5.7527
H 0.6197 -3.9832 -5.5705
C 0.5411 -4.8137 -3.1924
H 0.4633 -5.1273 -2.1433
H 1.5842 -4.9255 -3.5043
H -0.0444 -5.5367 -3.7803
C -1.8271 -3.8052 -3.6182
H -1.8071 -4.7060 -4.2504
H -2.5142 -3.0673 -4.0389
H -2.1882 -4.1054 -2.6232
C 3.4315 -0.1797 -3.7760
H 3.2962 0.9058 -3.7723
H 3.8752 -0.4913 -4.7298
H 4.1091 -0.4622 -2.9685
C 0.0829 0.1445 -6.3153
H -0.7037 -0.6145 -6.4478
H 1.0548 -0.1463 -6.7460
H -0.2098 1.1724 -6.5348
Pt 0.3958 0.3882 -4.3333
C 0.0546 -5.4819 0.7515
C 1.3236 -5.1773 1.0943
C 2.4443 -5.2088 0.1120
C 2.4713 -3.8977 -0.7247
C 1.3586 -2.8853 -0.5422
C 0.0007 -2.9108 -0.5513
C -1.2253 -3.3186 0.1477
C -1.0613 -4.5356 1.0809
C 0.5924 1.9136 -2.9726
H -0.2094 -6.4675 0.3581
H 1.6023 -4.7820 2.0733
H 2.3723 -6.0592 -0.5806
H 3.4101 -5.2560 0.6315
H 3.3507 -3.3160 -0.3958
H 2.5933 -4.1078 -1.8031
H 1.7420 -1.8959 -0.8961
H -0.3513 -2.1813 -1.2938
H -1.9913 -3.5169 -0.6128
H -1.6383 -2.4589 0.6961
H -0.8609 -4.1039 2.0746
H -1.9983 -5.1065 1.0499
H 0.0957 1.6632 -2.0225
H 0.1365 2.7866 -3.4661
H 1.6700 2.0720 -2.8246
C -4.8632 3.1863 3.1506
C -3.4876 3.6464 2.7365
C -3.1757 4.9998 2.7729
C -1.9169 5.4736 2.3845
C -0.9356 4.5555 2.0104
C -1.2150 3.1898 2.0523
N -0.1744 2.2910 1.8569
C 0.0866 1.1873 2.6617
C -0.2802 1.1066 4.0135
C -0.0355 -0.0790 4.7108
C 0.6264 -1.1517 4.0895
C 1.0072 -1.0466 2.7379
C 0.6761 0.0927 2.0258
C 0.7487 0.2228 0.5089
O 1.8815 0.4378 0.0243
O -0.3813 0.1088 -0.0613
C -2.5284 2.7172 2.3015
C -2.8829 1.2828 2.0882
H -5.3976 2.7007 2.3232
H -4.8250 2.4733 3.9859
H -5.4614 4.0481 3.4735
H -3.9537 5.7095 3.0968
H -1.7032 6.5422 2.3850
H 0.0750 4.8848 1.7292
H 0.5511 2.5617 1.2078
H -0.7585 1.9644 4.4858
H -0.3544 -0.1594 5.7516
H 0.8424 -2.0656 4.6419
H 1.5518 -1.8444 2.2232
H -3.9177 1.1931 1.7434
H -2.2360 0.8153 1.3365
H -2.8018 0.7019 3.0164

The orbital gap (spin up / spin down) comes out at 0.1926 / 0.1110 Ha. Its HOMO energy (spin up / spin down) is -6.5 / -6.5 eV. As for the strongest force on any atom: 3.4 eV/Å. Its charge is 0. Its energy is -2177.0368 a.u. Its spin multiplicity is 3.



(4)
Below is a 8-piece molecular cluster, C30H46BBr8NO14S overall, with properties calculated with ωB97M-V with the def2-TZVPD basis set.

Positions of all 101 atoms, in Å:
C -4.1730 -2.0827 3.0356
C -4.9605 -2.2075 1.6872
C -6.4581 -1.8949 1.9695
C -6.8206 -0.4039 2.1591
C -6.3484 0.4057 0.9559
C -4.7738 0.3409 0.7320
N -4.4284 -1.1599 0.6459
O -4.0640 -1.6844 -0.5357
C -3.9664 0.9893 1.9028
C -4.4678 1.0665 -0.5764
C -4.7918 -3.6471 1.1985
H -3.1090 -2.2026 2.8276
H -4.4524 -2.9133 3.6832
H -4.2842 -1.1854 3.6415
H -6.7803 -2.5213 2.8012
H -7.0777 -2.2264 1.1335
H -6.3334 -0.0705 3.0764
H -7.8898 -0.3329 2.3577
H -6.5251 1.4502 1.2170
H -6.9360 0.2244 0.0563
H -4.0714 2.0721 1.8878
H -2.9242 0.6672 1.9199
H -4.2687 0.5028 2.8292
H -4.7235 2.1268 -0.5279
H -4.7952 0.6222 -1.5139
H -3.3904 1.2509 -0.5716
H -5.3010 -4.3422 1.8665
H -3.7290 -3.8726 1.1233
H -5.3749 -3.8065 0.2910
O 3.9082 -1.2249 -3.1058
C 3.3469 -0.7019 -2.1909
O 2.0235 -0.7701 -1.8665
B 1.8350 -0.2996 -0.5408
O 3.1278 -0.0217 0.0299
C 4.0898 -0.1542 -0.8872
O 5.2398 0.0588 -0.6996
O 1.1826 -1.1948 0.3702
C -0.1179 -0.8171 0.5205
O -1.0748 -1.4214 0.9542
C -0.1444 0.6437 0.0821
O 1.0128 0.9263 -0.4534
O -1.0570 1.4461 0.1144
Br -4.0442 5.4435 0.0306
C -2.1085 5.9327 0.1117
C -1.4356 4.7475 -0.6056
Br -1.5115 4.7972 -2.5911
H -1.9264 5.8360 1.1816
H -1.9594 6.9766 -0.1547
H -1.8792 3.8320 -0.2227
H -0.3541 4.8339 -0.5121
Br 8.1271 -2.8443 -2.7223
C 7.1938 -3.9584 -1.3687
C 5.7135 -3.7289 -1.4871
Br 4.9456 -4.8208 -0.0517
H 7.6188 -3.8500 -0.3735
H 7.4260 -4.9534 -1.7452
H 5.3001 -3.8694 -2.4849
H 5.2907 -2.7681 -1.1981
Br 0.8129 -0.3794 -6.6592
C 1.6006 0.4496 -5.0288
C 0.5543 0.6788 -3.9303
Br -0.6482 -0.8640 -3.7060
H 2.0394 1.3993 -5.3264
H 2.2520 -0.3373 -4.6538
H -0.1008 1.5071 -4.2067
H 0.8881 1.0928 -2.9800
Br 6.1656 -1.9644 1.6745
C 7.6391 -0.6505 1.5630
C 8.8889 -1.5094 1.4529
Br 10.5377 -0.4566 1.4390
H 7.6535 -0.0405 2.4651
H 7.4057 0.0389 0.7534
H 8.8627 -2.2399 0.6463
H 9.0225 -2.0999 2.3581
O 4.1957 5.2369 0.1645
S 3.4106 5.0008 1.3638
O 3.9976 4.9814 2.7050
O 2.0870 6.0635 1.5119
C 2.1002 7.1767 0.6242
C 3.0042 8.3013 1.1273
C 2.3625 3.5246 1.1238
H 1.0794 7.5140 0.4501
H 2.5669 6.9413 -0.3344
H 4.0261 8.0558 1.4123
H 2.5138 8.6537 2.0372
H 2.9945 9.1414 0.4326
H 1.3906 3.6906 1.5852
H 2.7396 2.7101 1.7438
H 2.4189 3.2145 0.0826
C -1.8274 -5.4795 0.3116
C -1.5705 -4.4799 -0.5773
C -2.1400 -4.5802 -1.9712
O -2.0726 -3.6234 -2.7277
C -2.7918 -5.8975 -2.2132
C -2.9398 -6.8525 -1.2921
C -2.3095 -6.7907 0.0625
O -2.1838 -7.7541 0.7973
H -1.4035 -5.3423 1.2988
H -1.1802 -3.5500 -0.1880
H -3.1361 -5.9576 -3.2370
H -3.4562 -7.7640 -1.5609

The orbital gap comes out at 0.1746 Ha. Its HOMO energy is -9.2 eV. As for the strongest force on any atom: 8.4 eV/Å. Its charge is 0. Its energy is -23293.9581 a.u.



(5)
Below is C30H46BN7O2S3Ti as an isolated structure, with properties calculated with ωB97M-V with the def2-TZVPD basis set.

Positions of all 90 atoms, in Å:
Ti -2.5460 -1.9130 -1.7451
C 1.1609 -0.0125 -5.3599
C 1.2049 0.1790 -3.8800
C 2.2389 0.7955 -3.2492
C 2.2128 0.9668 -1.8458
N 1.1979 0.5574 -1.1364
N 0.1838 -0.0698 -1.7375
B -1.1263 -0.3705 -0.8881
N -0.7678 -1.0560 0.4874
N 0.4720 -1.3992 0.7945
C 0.7012 -1.9751 1.9486
C -0.3319 -2.1565 2.8857
C -1.6167 -1.8254 2.5653
C -2.7735 -2.0536 3.4793
C -1.8386 -1.3205 1.2634
S -3.3918 -1.1084 0.5749
C 2.1437 -2.3824 2.2147
C 2.7520 -2.9567 0.9309
C 2.9111 -1.1289 2.6558
C 2.2338 -3.4457 3.3113
N -1.6828 1.0497 -0.4946
N -1.0943 1.6367 0.5545
C -1.5713 2.7542 1.0141
C -2.6444 3.4087 0.3540
C -3.2341 2.8381 -0.7254
C -4.3848 3.4590 -1.4437
C -2.7658 1.5422 -1.1272
S -3.5831 0.5795 -2.2354
C -0.9208 3.3265 2.2667
C 0.0715 4.4207 1.8558
C -1.9888 3.9323 3.1846
C -0.1820 2.2253 3.0314
C 0.1332 -0.2892 -3.0628
S -1.2059 -1.0832 -3.7496
C 3.3796 1.5853 -1.0850
C 2.8628 2.3423 0.1378
C 4.3022 0.4386 -0.6471
C 4.1735 2.5579 -1.9618
H 2.0438 0.4172 -5.8302
H 1.1006 -1.0739 -5.6058
H 0.2661 0.4527 -5.7763
H 3.0773 1.1631 -3.8245
H -0.1180 -2.5971 3.8493
H -2.4379 -2.4029 4.4547
H -3.3502 -1.1352 3.6018
H -3.4493 -2.7904 3.0421
H 2.6873 -2.2411 0.1125
H 3.8022 -3.2048 1.0995
H 2.2192 -3.8619 0.6333
H 2.8320 -0.3451 1.9017
H 2.5066 -0.7357 3.5918
H 3.9670 -1.3619 2.8114
H 1.6156 -4.3126 3.0705
H 3.2680 -3.7814 3.4017
H 1.9340 -3.0591 4.2870
H -3.0030 4.3628 0.7185
H -4.6028 4.4485 -1.0446
H -4.1697 3.5356 -2.5107
H -5.2690 2.8259 -1.3540
H -0.4315 5.2308 1.3222
H 0.5514 4.8454 2.7403
H 0.8452 4.0116 1.2082
H -2.4642 4.8107 2.7466
H -2.7656 3.2029 3.4222
H -1.5245 4.2501 4.1198
H 0.5967 1.7691 2.4212
H 0.2739 2.6503 3.9279
H -0.8703 1.4331 3.3335
H 2.2375 1.7097 0.7653
H 3.7039 2.7144 0.7260
H 2.2635 3.1970 -0.1818
H 3.7739 -0.2526 0.0086
H 4.6635 -0.1230 -1.5120
H 5.1687 0.8336 -0.1126
H 3.5309 3.3347 -2.3819
H 4.9361 3.0462 -1.3536
H 4.6913 2.0540 -2.7795
N -1.7164 -3.8460 -2.9855
C -0.6110 -4.3371 -2.1555
C -1.0145 -4.1657 -0.6893
O -0.4222 -4.6960 0.2239
O -2.0609 -3.4016 -0.5744
H -2.4829 -4.5106 -3.0123
H -1.4119 -3.6502 -3.9313
H 0.2633 -3.7047 -2.3338
H -0.3219 -5.3707 -2.3482
C -4.5086 -2.2317 -2.4797
H -5.3045 -1.4907 -2.4634
H -4.8316 -3.1155 -1.9118
H -4.3623 -2.5491 -3.5246

The orbital gap comes out at 0.2480 Ha. Its HOMO energy is -6.9 eV. As for the strongest force on any atom: 0.7 eV/Å. Its charge is 0. Its energy is -3773.5560 a.u.